[1]
{
  "formula": "C24H33ClN2O2",
  "method": "ωB97M-V with the def2-TZVPD basis set",
  "elements": ["C", "C", "O", "C", "C", "C", "C", "C", "C", "N", "C", "C", "C", "C", "C", "C", "N", "C", "C", "C", "C", "C", "C", "Cl", "C", "C", "C", "C", "O", "H", "H", "H", "H", "H", "H", "H", "H", "H", "H", "H", "H", "H", "H", "H", "H", "H", "H", "H", "H", "H", "H", "H", "H", "H", "H", "H", "H", "H", "H", "H", "H", "H"],
  "coordinates": [[-1.406, 0.508, 6.921], [0.075, 0.182, 7.082], [0.556, -0.685, 6.078], [0.762, -0.200, 4.804], [0.713, 1.126, 4.413], [0.969, 1.461, 3.090], [1.270, 0.483, 2.167], [1.318, -0.857, 2.537], [1.640, -1.917, 1.518], [0.921, -1.670, 0.278], [-0.499, -1.883, 0.460], [1.443, -2.418, -0.854], [1.172, -1.681, -2.168], [1.645, -2.466, -3.388], [1.354, -1.644, -4.640], [1.981, -0.255, -4.530], [1.480, 0.419, -3.350], [1.834, 1.822, -3.298], [0.964, 2.585, -2.284], [-0.473, 2.164, -2.403], [-1.092, 1.431, -1.399], [-2.404, 1.011, -1.529], [-3.107, 1.328, -2.677], [-4.749, 0.803, -2.851], [-2.514, 2.065, -3.689], [-1.204, 2.478, -3.543], [1.859, -0.317, -2.162], [1.066, -1.197, 3.860], [1.113, -2.500, 4.257], [-1.733, 1.138, 7.742], [-1.587, 1.026, 5.982], [-1.990, -0.410, 6.925], [0.676, 1.099, 7.117], [0.237, -0.369, 8.014], [0.485, 1.907, 5.120], [0.931, 2.498, 2.793], [1.468, 0.733, 1.138], [1.414, -2.908, 1.945], [2.713, -1.877, 1.305], [-1.029, -1.613, -0.451], [-0.735, -2.931, 0.709], [-0.852, -1.248, 1.270], [1.017, -3.435, -0.905], [2.526, -2.520, -0.735], [0.098, -1.501, -2.273], [2.720, -2.653, -3.309], [1.139, -3.431, -3.444], [1.741, -2.148, -5.528], [0.275, -1.528, -4.750], [3.084, -0.350, -4.506], [1.712, 0.335, -5.411], [1.656, 2.237, -4.294], [2.902, 1.979, -3.055], [1.062, 3.654, -2.487], [1.319, 2.404, -1.269], [-0.552, 1.176, -0.500], [-2.877, 0.441, -0.744], [-3.074, 2.311, -4.578], [-0.743, 3.056, -4.330], [2.956, -0.454, -2.105], [1.537, 0.225, -1.277], [0.898, -2.518, 5.201]],
  "homo_energy_ev": -8.2,
  "e_lumo_ev": 0.778,
  "smiles": "CCOc1cccc(CN(C)C[C@@H]2CCCN(CCc3ccc(Cl)cc3)C2)c1O",
  "e_above_lowest_ev": 0.0172,
  "largest_force_ev_per_a": 0.68
}

[2]
{
  "formula": "C24H33F6N12O4S2Zn",
  "method": "ωB97M-V with the def2-TZVPD basis set",
  "elements": ["Zn", "C", "F", "F", "F", "S", "O", "O", "N", "S", "O", "O", "C", "F", "F", "F", "C", "C", "N", "H", "H", "H", "C", "C", "N", "H", "H", "H", "C", "C", "N", "H", "H", "H", "C", "C", "N", "H", "H", "H", "C", "C", "N", "H", "H", "H", "C", "C", "N", "H", "H", "H", "C", "C", "N", "H", "H", "H", "C", "C", "N", "H", "H", "H", "C", "C", "N", "H", "H", "H", "C", "C", "N", "H", "H", "H", "C", "C", "N", "H", "H", "H"],
  "coordinates": [[-2.826, -7.341, -14.048], [-0.892, -10.953, -14.933], [-1.590, -12.080, -14.816], [0.414, -11.179, -15.200], [-1.476, -10.236, -15.917], [-0.988, -9.888, -13.183], [-2.256, -10.221, -12.482], [0.236, -10.133, -12.420], [-1.140, -8.163, -13.771], [0.408, -7.712, -14.066], [1.309, -8.758, -14.489], [0.169, -6.659, -15.078], [1.119, -6.970, -12.434], [1.758, -7.999, -11.762], [1.954, -5.998, -12.754], [0.111, -6.554, -11.702], [-0.585, -12.816, -9.958], [-1.046, -13.916, -10.867], [-1.371, -14.839, -11.561], [-1.251, -12.786, -9.096], [-0.601, -11.837, -10.439], [0.381, -13.122, -9.559], [-3.649, -14.687, -14.136], [-4.861, -14.100, -13.568], [-5.799, -13.605, -13.095], [-3.232, -14.066, -14.929], [-4.004, -15.540, -14.715], [-2.843, -15.016, -13.480], [-2.997, -12.433, -18.088], [-4.262, -12.994, -18.568], [-5.227, -13.541, -18.925], [-2.987, -11.364, -18.298], [-2.141, -13.013, -18.433], [-2.929, -12.562, -17.008], [3.532, -10.648, -11.449], [2.893, -11.788, -12.056], [2.248, -12.650, -12.483], [2.806, -10.014, -10.940], [4.062, -10.105, -12.231], [4.286, -11.074, -10.787], [2.443, -8.544, -8.410], [2.485, -10.043, -8.252], [2.520, -11.168, -8.211], [2.163, -7.987, -7.516], [1.737, -8.386, -9.225], [3.409, -8.151, -8.727], [-4.058, -12.068, -10.690], [-4.268, -10.713, -10.275], [-4.467, -9.629, -9.895], [-3.820, -11.964, -11.749], [-5.098, -12.367, -10.561], [-3.218, -12.488, -10.138], [2.312, -4.003, -15.347], [2.969, -5.288, -15.682], [3.549, -6.281, -15.917], [1.836, -3.590, -16.236], [3.174, -3.450, -14.972], [1.547, -4.074, -14.574], [1.988, -2.357, -10.930], [1.428, -3.573, -10.240], [0.940, -4.519, -9.726], [2.877, -2.590, -11.515], [2.298, -1.647, -10.163], [1.296, -1.814, -11.574], [3.699, -10.610, -15.325], [4.138, -10.941, -16.708], [4.558, -11.274, -17.695], [2.823, -11.253, -15.243], [3.546, -9.552, -15.112], [4.442, -11.086, -14.686], [1.239, -14.181, -16.225], [1.713, -15.333, -15.486], [2.109, -16.279, -14.926], [0.198, -14.362, -16.495], [1.906, -14.048, -17.076], [1.314, -13.295, -15.595], [-3.068, -8.519, -18.611], [-2.869, -8.014, -17.247], [-2.685, -7.640, -16.128], [-2.209, -9.155, -18.825], [-3.233, -7.784, -19.400], [-3.879, -9.247, -18.634]],
  "homo_energy_ev": [-8.1, -11.0],
  "e_lumo_ev": [-0.600, -1.400],
  "multiplicity": 2,
  "s2": 0.75,
  "largest_force_ev_per_a": 6.29
}

[3]
{
  "formula": "C24H33GeN2O2S4SbW",
  "method": "ωB97M-V with the def2-TZVPD basis set",
  "elements": ["W", "O", "C", "C", "C", "C", "C", "C", "C", "N", "C", "C", "N", "C", "C", "C", "C", "C", "C", "C", "O", "H", "H", "H", "H", "H", "H", "H", "H", "H", "H", "H", "H", "H", "H", "S", "Sb", "S", "S", "S", "C", "C", "C", "C", "Ge", "C", "C", "C", "C", "H", "H", "H", "H", "H", "H", "H", "H", "H", "H", "H", "H", "H", "H", "H", "H", "H", "H", "H"],
  "coordinates": [[-0.248, 0.031, -0.001], [-0.334, -0.883, 1.638], [0.030, -0.864, 2.907], [0.190, -2.049, 3.614], [0.576, -1.998, 4.938], [0.806, -0.775, 5.574], [0.639, 0.399, 4.880], [0.244, 0.379, 3.532], [-0.014, 1.594, 2.830], [-0.424, 1.678, 1.609], [-0.765, 3.028, 1.149], [-0.679, 3.036, -0.382], [0.224, 1.957, -0.751], [1.332, 2.289, -1.342], [2.366, 1.357, -1.613], [3.351, 1.622, -2.577], [4.313, 0.686, -2.873], [4.329, -0.531, -2.193], [3.416, -0.789, -1.185], [2.445, 0.149, -0.883], [1.590, -0.049, 0.133], [-0.020, -2.987, 3.121], [0.692, -2.920, 5.493], [1.098, -0.752, 6.615], [0.798, 1.355, 5.367], [0.110, 2.521, 3.392], [-0.068, 3.760, 1.565], [-1.770, 3.285, 1.484], [-0.313, 3.993, -0.754], [-1.657, 2.855, -0.826], [1.453, 3.320, -1.664], [3.318, 2.566, -3.109], [5.051, 0.897, -3.635], [5.070, -1.278, -2.443], [3.443, -1.710, -0.618], [-3.765, -3.229, -1.323], [-2.393, -2.048, 0.017], [-2.575, 0.421, -0.307], [-0.019, -2.337, -0.654], [-2.904, -2.462, 2.185], [0.179, 3.514, -6.609], [-0.529, 3.249, -5.281], [-0.257, 1.839, -4.753], [-1.011, 1.553, -3.457], [-0.474, -0.191, -2.542], [-1.569, -1.542, -3.543], [-1.526, -1.392, -5.076], [-2.724, -0.628, -5.638], [-2.827, -0.723, -7.159], [-0.008, 4.530, -6.961], [-0.173, 2.818, -7.372], [1.257, 3.382, -6.500], [-1.608, 3.378, -5.406], [-0.201, 3.982, -4.536], [0.821, 1.716, -4.592], [-0.545, 1.119, -5.522], [-2.086, 1.494, -3.645], [-0.858, 2.397, -2.784], [0.881, -0.469, -3.274], [-2.606, -1.504, -3.224], [-1.197, -2.523, -3.259], [-1.521, -2.392, -5.517], [-0.594, -0.909, -5.386], [-2.663, 0.424, -5.347], [-3.633, -1.039, -5.194], [-1.933, -0.323, -7.643], [-3.689, -0.159, -7.521], [-2.946, -1.762, -7.469]],
  "homo_energy_ev": -7.1,
  "e_lumo_ev": -1.988,
  "e_above_lowest_ev": 2.2011,
  "largest_force_ev_per_a": 3.93
}

[4]
{
  "formula": "C24H33GeN8O2PScSe",
  "method": "ωB97M-V with the def2-TZVPD basis set",
  "elements": ["Sc", "Se", "N", "C", "C", "C", "C", "C", "N", "C", "C", "N", "C", "C", "C", "C", "C", "N", "H", "H", "H", "H", "H", "H", "N", "C", "C", "O", "O", "H", "H", "H", "H", "H", "C", "Ge", "C", "C", "C", "H", "H", "H", "H", "H", "H", "H", "H", "H", "H", "C", "N", "C", "N", "C", "N", "C", "P", "C", "C", "H", "H", "H", "H", "H", "H", "H", "H", "H", "H", "H", "H"],
  "coordinates": [[-0.319, -0.954, -1.185], [-3.675, -2.030, 5.878], [-3.716, -0.708, 4.694], [-3.026, -1.102, 3.656], [-2.827, -0.284, 2.466], [-3.378, 0.992, 2.324], [-3.152, 1.692, 1.161], [-2.367, 1.110, 0.169], [-1.826, -0.097, 0.295], [-2.062, -0.801, 1.422], [-1.471, -2.142, 1.509], [-0.727, -2.545, 0.465], [-0.193, -3.761, 0.485], [-0.354, -4.631, 1.559], [-1.088, -4.215, 2.648], [-1.664, -2.944, 2.633], [-2.455, -2.418, 3.738], [-2.687, -3.079, 4.841], [-3.976, 1.400, 3.127], [-3.567, 2.677, 1.004], [-2.170, 1.632, -0.757], [0.379, -4.044, -0.390], [0.099, -5.611, 1.527], [-1.231, -4.850, 3.513], [0.297, -1.841, -5.133], [-0.995, -2.277, -4.624], [-0.954, -2.166, -3.127], [0.076, -2.548, -2.478], [-1.863, -1.555, -2.482], [0.277, -1.812, -6.145], [1.021, -2.498, -4.866], [0.708, 0.090, -3.283], [-1.297, -3.302, -4.883], [-1.779, -1.609, -4.977], [-0.361, 3.736, -1.603], [-0.321, 2.315, -2.967], [0.550, 3.089, -4.538], [-2.150, 1.809, -3.494], [0.625, 0.713, -2.369], [-0.856, 4.612, -2.026], [0.655, 4.037, -1.340], [-0.877, 3.477, -0.678], [-0.080, 3.846, -5.006], [0.750, 2.305, -5.269], [1.498, 3.554, -4.266], [-2.807, 2.680, -3.528], [-2.609, 1.054, -2.853], [-2.108, 1.387, -4.499], [1.667, 0.976, -2.152], [3.894, 0.002, 2.713], [2.535, 0.104, 3.248], [2.158, 1.517, 3.295], [2.275, 2.201, 2.008], [3.641, 2.038, 1.512], [4.062, 0.641, 1.410], [3.337, -0.066, 0.362], [1.511, -0.098, 0.690], [1.588, -0.673, 2.453], [1.297, 1.709, 1.046], [4.172, -1.051, 2.637], [4.570, 0.487, 3.418], [2.818, 2.018, 4.005], [1.131, 1.604, 3.656], [4.315, 2.544, 2.206], [3.728, 2.513, 0.534], [3.710, -1.090, 0.286], [3.511, 0.418, -0.602], [1.870, -1.730, 2.481], [0.593, -0.592, 2.902], [0.288, 1.883, 1.433], [1.383, 2.259, 0.108]],
  "homo_energy_ev": -10.8,
  "e_lumo_ev": -3.772,
  "e_above_lowest_ev": 0.0000,
  "largest_force_ev_per_a": 0.63,
  "charge": 1
}